The ion C9H13N4O with charge +1. Source: the Open Molecules 2025 dataset; level of theory: ωB97M-V with the def2-TZVPD basis set.

Geometry as ORCA input:
```
! RIJCOSX wB97M-V def2-TZVPD def2/J DEFGRID3
* xyz 1 1
C -2.029 -1.677 -1.144
C -0.608 -1.316 -0.659
N 0.108 -2.506 -0.024
C -0.598 -0.137 0.369
C 0.852 0.137 0.946
C 1.157 1.034 1.931
C 2.600 1.067 1.870
C 3.026 0.235 0.900
O 1.915 -0.405 0.343
N -0.924 1.095 -0.294
C -1.115 2.369 0.114
N -1.093 3.179 -0.860
C -0.651 2.399 -1.897
N -0.600 1.141 -1.635
H -2.399 -1.134 -2.006
H -1.963 -2.759 -1.514
H -2.809 -1.651 -0.284
H -0.036 -1.215 -1.571
H -0.336 -2.581 0.982
H 1.041 -2.229 0.245
H 0.082 -3.438 -0.634
H -1.307 -0.448 1.191
H 0.510 1.400 2.707
H 3.336 1.712 2.443
H 3.938 0.201 0.275
H -1.436 2.736 1.081
H -0.662 2.789 -2.875
*
```

Computed properties:
**ΔE to the lowest compared entry with this formula, charge and spin**: 52.1 kcal/mol
**Lowest unoccupied orbital energy**: -0.1325 hartree
**SMILES string**: C[C@H]([NH3+])[C@@H](c1ccco1)n1cncn1
**E_tot**: -644.68466 hartree

Mulliken population analysis, charges in e, atoms 1 to 4:
1. C -1.242
2. C 0.011
3. N -0.235
4. C -0.104